An isolated molecule of C18H23NO4 at a distorted geometry, computed with ωB97M-V/def2-TZVPD.

Last column: Löwdin charge in e.
Element x y z (Å)
C -2.903 1.138 -2.734  -0.142
H -1.498 -2.480 1.708  0.108
O 2.899 0.621 2.559  -0.088
H 2.508 -2.686 -0.530  0.126
H 0.042 -2.506 -0.470  0.123
H -3.602 1.903 -2.373  0.120
O 1.825 1.250 0.520  0.031
C -1.457 0.170 -0.850  -0.058
H -4.184 0.422 -0.728  0.120
H 4.906 0.945 2.074  0.086
C 0.509 2.100 -1.264  -0.237
C 0.608 -2.112 0.389  -0.104
C -2.712 -0.894 0.956  -0.126
C 2.859 -0.948 0.721  -0.278
H 0.378 0.514 2.609  0.136
H -2.301 -1.821 -0.974  0.160
H -2.986 0.092 1.375  0.130
H -3.172 -0.990 -3.117  0.118
O 1.455 3.048 -1.498  0.069
H 2.067 3.075 -0.748  0.106
H -0.751 2.844 -2.845  0.122
C -0.310 0.154 -0.055  -0.026
H 1.073 -1.098 2.851  0.149
H 3.271 -1.624 1.512  0.180
H 3.606 0.327 -0.602  0.103
C -0.632 2.090 -2.086  0.048
C 0.837 -0.317 2.119  -0.001
H -3.530 -1.554 1.198  0.108
C -1.423 -1.407 1.662  -0.099
C 2.119 0.186 1.452  -0.407
H 1.840 -1.191 -1.114  0.121
H -1.426 -1.085 2.709  0.115
H -2.660 1.265 -3.774  0.106
C 0.676 1.178 -0.233  -0.116
H 0.729 -2.955 1.082  0.124
C 4.005 1.492 2.338  -0.063
C 2.004 -1.773 -0.207  -0.111
O 3.927 -0.411 -0.058  -0.014
C -2.556 -0.825 -0.548  -0.310
H 4.184 2.091 3.214  0.083
C -3.711 -0.180 -2.622  -0.190
C -1.644 1.137 -1.909  -0.133
H 3.746 2.196 1.525  0.091
H -4.691 -0.065 -3.082  0.108
N -3.814 -0.424 -1.177  -0.041
C -0.109 -0.890 1.025  -0.343

Atoms 1-6, force components in eV/Å:
-0.6 -0.8 -0.2
0.4 -0.5 -0.2
-0.4 0.6 -0.5
0.1 0.1 0.2
-0.2 0.1 0.4
0.3 0.3 -0.3

As for the HOMO-LUMO gap: 8.74 eV. As for the LUMO energy: 0.0262 Eh. The value obtained for the HOMO energy is -8.023 eV. The total energy is -1055.417666 hartree. The charge is 0.